Density functional theory data (wB97M-V/def2-TZVPD) for an isolated ion of composition C5H12NO and charge -1.

Structure (ORCA input):
```
! wB97M-V def2-TZVPD RIJCOSX def2/J DEFGRID3
* xyz -1 1
O -3.7116 0.2809 -0.0885
N -1.3888 -0.5645 0.7522
C 1.1236 -0.0214 0.4258
C 1.2903 1.4641 0.7178
C -0.3195 -0.2957 -0.1952
C 2.0473 -0.4103 -0.7683
C -2.8882 -0.7593 -0.0511
H 1.7105 -1.2336 -1.4105
H 0.4457 1.7625 1.4227
H 1.2673 1.9326 -0.3454
H -3.1462 -1.7321 0.5217
H -2.5701 -1.1167 -1.1264
H 2.1711 1.6624 1.3041
H -0.3939 0.5342 -0.8343
H -0.3289 -1.1516 -0.8405
H 2.1070 0.5563 -1.5131
H 3.0831 -0.6061 -0.4812
H -1.7120 0.2835 1.2002
H 1.2132 -0.5852 1.3101
*
```

Its LUMO energy is 3.70 eV. The orbital gap is 6.45 eV. As for the SMILES: CC(C)CNC[O-]. The relative energy (zero: lowest compared OMol25 entry of this formula, charge and spin) comes out at 35.7 kcal per mole. Its electronic energy is -327.63923 a.u.

These are the natural (NBO) partial charges, in e, on atoms 1 to 4: atom 1 (O): -0.897, atom 2 (N): -0.748, atom 3 (C): -0.246, atom 4 (C): -0.610


Density functional theory data (wB97M-V/def2-TZVPD) for a 2-piece molecular cluster, C12H24NO3 overall.

Structure (ORCA input):
```
! wB97M-V def2-TZVPD RIJCOSX def2/J DEFGRID3
* xyz 1 1
O -1.7421 -0.4767 3.3062
O 1.2769 -0.6991 -3.0887
O -0.2602 -0.1669 1.7327
N -1.5742 0.7190 -2.0582
C -0.8870 0.3144 2.6479
C -0.4831 -1.2103 -1.3655
C -1.8111 -0.4767 -1.2122
C -0.7583 1.7687 3.0240
C 3.2625 1.2212 -1.9436
C -2.4366 -0.0635 4.5022
C -0.0723 -0.8488 -2.8046
C 2.1412 -1.8014 -2.7420
C -3.6974 0.7100 4.1913
C -0.6803 0.5165 -2.9443
C 3.3595 -1.3456 -1.9391
C 3.1858 -0.0677 -1.1186
H 1.5634 -2.5384 -2.1792
H -1.4757 2.3400 2.4318
H -0.5721 -1.5211 -3.5271
H -2.0593 1.6019 -1.9421
H -0.6187 -2.2738 -1.1850
H 4.2157 -1.2231 -2.6066
H -0.9490 1.9817 4.0711
H 0.2556 -0.8289 -0.6581
H -4.2281 0.9319 5.1173
H 2.4442 -2.2707 -3.6795
H 2.8961 1.0725 -2.9592
H 4.2939 1.5691 -2.0160
H -2.6185 -1.0410 -1.6850
H -2.6693 -1.0026 4.9987
H -3.4819 1.6559 3.6943
H -2.0988 -0.2185 -0.1976
H 3.6117 -2.1693 -1.2672
H -1.7617 0.4910 5.1532
H -0.3770 1.2731 -3.6581
H 2.6842 2.0287 -1.4915
H -4.3565 0.1203 3.5544
H 2.2559 -0.1139 -0.5422
H 0.2422 2.0959 2.7563
H 3.9806 -0.0541 -0.3703
*
```

Its LUMO energy is -4.12 eV. The orbital gap is 9.04 eV. The relative energy (zero: lowest compared OMol25 entry of this formula, charge and spin) comes out at 34.4 kcal per mole. Its electronic energy is -751.85163 a.u.

These are the natural (NBO) partial charges, in e, on atoms 1 to 4: atom 1 (O): -0.497, atom 2 (O): -0.532, atom 3 (O): -0.628, atom 4 (N): -0.396


Density functional theory data (wB97M-V/def2-TZVPD) for a 5-piece molecular cluster, C36H42BClF3O4P overall.

Structure (ORCA input):
```
! wB97M-V def2-TZVPD RIJCOSX def2/J DEFGRID3
* xyz 0 1
Cl 0.0852 0.8914 -0.8529
P -1.5400 2.2778 -0.9880
F -3.3626 -3.3512 -3.1788
F -2.9213 -2.8731 -0.9754
F -4.9191 -2.2913 -1.9518
O -2.1672 2.2825 0.6044
O -0.6491 0.7303 -3.9963
O -4.3541 3.5338 -0.9226
O -2.6374 1.7031 -3.5421
C -2.8933 1.5975 -2.1163
C -0.5488 3.1585 -4.1532
C 6.7961 2.3589 3.3287
C -5.5085 2.7916 -4.2275
C -2.5656 -3.7175 8.8074
C 4.0698 -1.3216 -4.2071
C -2.8829 -1.0411 -2.6444
C 2.4078 -1.0859 -6.4232
C 7.7609 1.9456 2.4165
C -5.5942 2.1499 -2.7380
C 5.4754 1.9540 3.1742
C -1.2631 1.7800 -3.8754
C -2.1113 -1.3977 4.1716
C -1.3184 -0.3001 2.1797
C -0.5892 -5.6540 8.5276
C 7.4052 1.1239 1.3534
C -0.6858 -4.6203 7.6027
C -1.6725 -3.6514 7.7442
C 1.9461 -0.7122 -5.1656
C 1.0352 3.0774 -4.2394
C 1.7638 4.0632 -3.1852
C 2.8045 3.2387 -2.3202
C -1.4766 -5.7151 9.5960
C -3.5251 -2.4026 -2.1500
C -0.3315 -1.2696 2.0384
C 5.1200 1.1292 2.1132
C 3.6977 -1.5836 -6.5718
C 6.0862 0.7114 1.2038
C -1.1221 -2.3646 4.0321
C 2.7788 -0.8274 -4.0580
C -2.2113 -0.3669 3.2434
C 4.5281 -1.7037 -5.4629
C -2.4657 -4.7482 9.7354
C 3.3545 2.3618 -1.6602
C -3.2388 0.1034 -1.6052
C -0.2347 -2.3035 2.9635
B -4.2646 2.4729 -1.8535
H 3.7406 1.6265 -0.9043
H 7.0739 2.9977 4.1594
H -4.9283 4.2575 -1.2375
H -3.1107 -0.8008 -3.7197
H -2.7141 -0.0465 -0.6133
H -6.4056 3.4294 -4.4692
H -1.7546 -1.1969 -2.5813
H -1.7460 -2.8435 7.0241
H 1.0275 4.5101 -2.4410
H 4.7218 2.2809 3.8823
H 0.9388 -0.3301 -5.0468
H -0.9650 3.6535 -5.0931
H 4.7196 -1.4097 -3.3430
H 4.0896 0.8115 1.9942
H 8.1573 0.8037 0.6407
H 5.5331 -2.0941 -5.5779
H 8.7905 2.2644 2.5347
H -1.0432 -3.1678 4.7569
H -1.3922 0.5042 1.4632
H -3.1592 -4.7973 10.5675
H -1.9829 3.1710 0.9670
H -2.8050 -1.4470 5.0040
H -2.9852 0.3855 3.3497
H 2.4203 -0.5311 -3.0778
H 0.0088 -4.5701 6.7712
H -4.6026 3.4797 -4.2293
H 5.8103 0.0647 0.3778
H 2.3259 4.8939 -3.7192
H -5.7887 1.0267 -2.7750
H -0.8120 3.8639 -3.2956
H -1.3978 -6.5181 10.3208
H 1.3482 3.3723 -5.2953
H 0.3627 -1.2193 1.2068
H 1.4718 2.0550 -4.0576
H 0.1786 -6.4112 8.4161
H -4.3579 0.0467 -1.3924
H 0.5331 -3.0610 2.8520
H 4.0562 -1.8781 -7.5520
H 1.7609 -0.9899 -7.2886
H -3.3392 -2.9653 8.9138
H -5.3439 2.0009 -5.0227
H -6.4954 2.6446 -2.2411
*
```

Its LUMO energy is 0.04 eV. The orbital gap is 9.14 eV. As for the SMILES: C#CCCCC(=O)O[C@](CCC(F)(F)F)(B(O)CC)P(O)Cl.c1ccccc1.c1ccccc1.c1ccccc1.c1ccccc1. Its electronic energy is -2823.87455 a.u.

These are the Mulliken partial charges, in e, on atoms 1 to 4: atom 1 (Cl): -0.138, atom 2 (P): -0.145, atom 3 (F): -0.270, atom 4 (F): -0.235


Density functional theory data (wB97M-V/def2-TZVPD) for C12H36INaO16P4 as an isolated structure.

Structure (ORCA input):
```
! wB97M-V def2-TZVPD RIJCOSX def2/J DEFGRID3
* xyz 0 1
I -4.5604 -3.9204 4.3367
P -0.5508 3.9916 5.4662
P 4.6602 1.1340 1.2389
P -2.5872 1.4609 -4.0945
P -1.0006 -6.8391 -3.3134
Na -1.2398 -1.9051 1.4823
O -1.1930 1.2238 -4.9658
O 0.0865 5.0105 4.3738
O -2.5555 0.9159 -2.6914
O -0.5861 2.5534 5.0161
O 4.6036 2.3067 2.3432
O -0.9717 -5.6881 -2.3577
O 0.2827 4.3252 6.8308
O 4.8809 1.8970 -0.1974
O -1.7511 -6.5326 -4.7454
O 0.4288 -7.3522 -3.7762
O -2.7351 3.1030 -4.2406
O 3.4948 0.1783 1.3014
O -2.0255 4.6223 5.7845
O -1.7744 -8.1727 -2.8127
O -3.7466 0.8788 -5.0497
O 6.0775 0.4585 1.5479
C -2.5626 3.9605 -3.1696
C -3.0372 3.9274 6.4261
C -0.6293 -0.0511 -5.0523
C 6.2805 -0.2866 2.7507
C 4.0448 2.9393 -0.6511
C 0.5959 6.3136 4.7940
C 0.5779 -8.2405 -4.8779
C -3.1884 -6.1746 -4.8546
C -5.0228 0.8545 -4.4464
C 5.7126 3.2273 2.5530
C 1.1595 3.3272 7.3645
C -2.8583 -8.2158 -1.8825
H -5.6793 0.2122 -5.0334
H 0.3532 7.1121 4.0928
H 1.3324 2.4865 6.6927
H 1.0066 -7.6259 -5.6695
H -2.8635 2.8539 6.3528
H 2.1165 3.7771 7.6287
H -3.1031 4.1820 7.4839
H -4.0188 4.1662 6.0167
H -2.6367 -8.8623 -1.0334
H -3.0909 -7.2250 -1.4920
H -5.5250 1.8163 -4.5507
H -0.3623 -8.6064 -5.2904
H -3.7568 -8.5747 -2.3846
H -0.8893 -0.6630 -4.1886
H -2.4369 3.4318 -2.2247
H 6.1625 2.9602 3.5092
H 1.6390 6.3972 5.0989
H -3.1384 -5.3064 -5.5117
H -3.8236 -6.9612 -5.2618
H 0.1174 6.5596 5.7419
H 3.3621 3.2326 0.1464
H 1.2743 -9.0572 -4.6875
H -3.3678 4.6907 -3.0873
H 5.4239 4.2743 2.4605
H 6.4478 3.0340 1.7718
H 5.4018 -0.7084 3.2386
H 0.7963 2.7838 8.2368
H -3.6549 -5.8290 -3.9321
H -0.9751 -0.6214 -5.9145
H 6.9268 0.2392 3.4534
H 0.4315 0.1940 -5.1044
H -5.0283 0.5575 -3.3977
H 4.6993 3.7330 -1.0112
H 3.5183 2.7197 -1.5799
H 6.7704 -1.2160 2.4601
H -1.7390 4.6124 -3.4606
*
```

Its LUMO energy is -1.55 eV. The orbital gap is 4.40 eV. The relative energy (zero: lowest compared OMol25 entry of this formula, charge and spin) comes out at 149.4 kcal per mole. Its electronic energy is -3508.35272 a.u.

These are the natural (NBO) partial charges, in e, on atoms 1 to 4: atom 1 (I): -0.961, atom 2 (P): 2.540, atom 3 (P): 2.554, atom 4 (P): 2.522


Density functional theory data (wB97M-V/def2-TZVPD) for one molecule with the formula C2H12O3Si3.

Structure (ORCA input):
```
! wB97M-V def2-TZVPD RIJCOSX def2/J DEFGRID3
* xyz 0 1
Si 1.9020 0.2674 0.5711
Si 0.2536 -1.3514 0.2746
Si -2.0238 0.1344 0.5868
O 1.2782 1.7710 0.6839
O -1.3057 1.5643 0.3843
O 0.3754 -2.3431 1.5515
C -3.2207 -0.1940 -0.9205
C 3.0611 0.2140 -0.9529
H -2.8635 -1.0848 -1.5136
H 2.4671 0.3308 1.8903
H -4.1816 -0.2227 -0.5086
H -2.9481 0.3472 1.6900
H 3.7728 0.9781 -1.0747
H 2.4096 0.1973 -1.8122
H -0.4216 1.7607 0.6268
H 1.1323 2.2711 -0.0633
H -3.1239 0.5770 -1.7027
H -0.4169 -2.3751 2.0947
H 0.3627 -2.1498 -1.0370
H 3.4909 -0.6924 -0.7685
*
```

Its LUMO energy is -0.06 eV. The orbital gap is 8.33 eV. As for the SMILES: C[Si@H](O)[Si@H](O)[Si@@H](C)O. The relative energy (zero: lowest compared OMol25 entry of this formula, charge and spin) comes out at 7.6 kcal per mole. Its electronic energy is -1177.65342 a.u.

These are the natural (NBO) partial charges, in e, on atoms 1 to 4: atom 1 (Si): 1.188, atom 2 (Si): 0.735, atom 3 (Si): 1.241, atom 4 (O): -1.086


Density functional theory data (wB97M-V/def2-TZVPD) for C13H17CeIN2 as an isolated structure.

Structure (ORCA input):
```
! wB97M-V def2-TZVPD RIJCOSX def2/J DEFGRID3
* xyz 2 1
Ce 0.9892 1.1241 0.2628
I -0.9341 2.3680 2.2426
N -1.3926 0.7681 -1.1000
N 0.6750 -1.1487 -1.1526
C -3.9293 0.1770 -2.2083
C 2.9850 -0.1435 0.4023
C -1.6051 -0.4307 -1.7141
C 0.7451 -0.3881 2.0494
C 1.5011 -3.3592 -1.7649
C -0.7037 -2.6835 -2.3920
C 0.8490 3.5517 0.2777
C -3.7005 1.3940 -1.5817
C -2.4265 1.6406 -1.0557
C 1.6011 -2.1242 -1.1430
C -0.5136 -1.4352 -1.7634
C 0.2946 -3.6492 -2.3981
C -2.8705 -0.7220 -2.2741
H 3.2427 -1.0234 0.9995
H 0.1168 -4.6085 -2.8627
H -3.0269 -1.6778 -2.7514
H 2.4936 -1.8642 -0.5840
H -4.8986 -0.0799 -2.6342
H 1.9580 3.3520 0.3879
H -1.6585 -2.8970 -2.8606
H 2.3258 -4.0609 -1.7429
H 0.7930 4.0250 -0.7118
H 0.4208 0.2110 2.9234
H 3.3417 -0.1568 -0.6622
H -4.4859 2.1463 -1.4888
H 0.6669 4.3105 1.0409
H 3.3137 0.7620 0.9482
H 1.5288 -1.1098 2.3258
H -2.2312 2.5794 -0.5333
H -0.1676 -0.9199 1.7402
*
```

Its LUMO energy (alpha / beta) is -11.10 / -11.09 eV. The orbital gap (alpha / beta) is 4.19 / 4.21 eV. The relative energy (zero: lowest compared OMol25 entry of this formula, charge and spin) comes out at 131.5 kcal per mole. Its electronic energy is -1387.09229 a.u.

These are the Mulliken partial charges, in e, on atoms 1 to 4: atom 1 (Ce): 0.970, atom 2 (I): 0.253, atom 3 (N): 0.069, atom 4 (N): 0.205


Density functional theory data (wB97M-V/def2-TZVPD) for a 2-piece molecular cluster, C8H23N2OSi overall.

Structure (ORCA input):
```
! wB97M-V def2-TZVPD RIJCOSX def2/J DEFGRID3
* xyz 1 1
Si -1.6374 0.6436 1.2914
O -1.3325 -0.7505 0.6021
N 1.4342 0.5142 0.3075
N 3.7072 -1.0144 0.0852
C 0.3038 2.2775 -0.9312
C -3.0301 1.8422 0.7184
C 1.7697 -0.3592 1.4633
C 2.5776 -1.4735 0.9541
C -0.0638 1.2202 -2.0530
C 0.5294 1.6554 0.3984
C -1.4916 -2.6721 -1.0102
C -2.2894 -1.6337 -0.1509
H 4.4260 -0.5655 0.6220
H -2.2164 -3.3865 -1.4869
H 2.9787 -2.0220 1.8042
H 1.0030 2.3672 1.0910
H -0.6639 0.4846 -1.5664
H -0.6725 -3.2760 -0.4660
H 2.4350 0.7434 -0.1855
H 1.0813 -0.1249 -0.4714
H 1.9715 -2.1241 0.3520
H -1.1107 -2.0452 -1.7936
H -1.7374 0.5497 2.7745
H -3.9151 1.3253 1.2521
H -0.6327 1.7584 -2.7992
H 0.7740 0.8525 -2.5494
H -2.7303 -0.9784 -0.9356
H -3.0774 -1.9851 0.5615
H -0.5098 2.9818 -0.8344
H 1.2855 2.6482 -1.4012
H 2.2197 0.2617 2.2798
H -3.2626 1.9927 -0.3801
H 4.1359 -1.7801 -0.4356
H 0.7083 -0.7853 1.7983
H -2.9671 2.8579 1.0945
*
```

Its LUMO energy is -2.29 eV. The orbital gap is 9.90 eV. The relative energy (zero: lowest compared OMol25 entry of this formula, charge and spin) comes out at 40.1 kcal per mole. Its electronic energy is -792.56746 a.u.

These are the natural (NBO) partial charges, in e, on atoms 1 to 4: atom 1 (Si): 1.633, atom 2 (O): -0.988, atom 3 (N): -0.582, atom 4 (N): -0.871


Density functional theory data (wB97M-V/def2-TZVPD) for C30H37BN12OSn as an isolated structure.

Structure (ORCA input):
```
! wB97M-V def2-TZVPD RIJCOSX def2/J DEFGRID3
* xyz 1 2
Sn -0.0520 -0.0193 0.5513
O -1.5380 -2.5460 1.4332
N 0.4516 0.4844 -1.6597
N 0.5866 4.6917 -2.7304
N 0.7053 2.0648 0.9881
N -2.5266 -4.2986 2.4618
N 1.0390 -3.2697 0.3063
N -1.8594 1.2069 -0.1424
N 0.5396 1.7741 -2.0951
N -0.4048 4.1744 -1.9522
N -0.1164 -0.3930 3.6453
N -0.8905 -0.1138 5.6835
N -1.6592 2.2389 -1.0086
N 0.4984 3.0442 0.0695
C -1.1210 0.0632 4.3577
C 1.0826 1.7818 -3.3246
C 1.3969 -4.1456 -0.4583
C -1.2762 5.1548 -1.5942
C 3.0294 -4.5532 -2.2100
C 0.9585 -1.7927 -2.4788
C 0.9546 -0.3036 -2.6115
C 1.3694 0.4818 -3.6877
C -3.7449 1.5672 -1.2848
C 3.3684 -5.1674 -3.3960
C -2.3427 0.7280 3.8299
C 1.4304 2.5932 1.9810
C 1.1940 6.8572 -3.7031
C 0.3387 -0.7146 5.8242
C 1.7341 -4.7378 -1.6653
C -1.4479 -3.6099 2.0172
C -0.8672 6.3202 -2.1812
C 0.8031 -0.8726 4.5579
C 0.3094 5.9736 -2.8856
C -0.1042 -4.2413 2.2946
C 1.6907 3.9322 1.7002
C 0.8128 -5.5635 -2.3545
C -3.1290 0.7946 -0.3009
C 1.8787 1.8179 3.1748
C 1.1806 -6.1625 -3.5399
C -2.7786 2.4536 -1.7076
C -3.7299 -0.3180 0.4873
C 1.0821 4.1733 0.4847
C 1.0422 -3.3906 1.7770
C 2.4550 -5.9749 -4.0709
B -0.2461 2.8318 -1.2788
H 0.7572 -0.9581 6.7842
H 0.4670 -6.7874 -4.0610
H 2.2547 4.6223 2.3025
H -3.4464 -3.9488 2.2559
H 0.1939 -2.2279 -3.1241
H 1.0502 1.5902 3.8432
H -0.0779 -5.2359 1.8400
H -4.7587 1.4897 -1.6360
H 0.9464 -2.3847 2.1738
H -0.1770 -5.7148 -1.9442
H 1.8945 7.4025 -3.0688
H 1.7455 -1.2951 4.2524
H -2.4382 -5.2004 2.8941
H -3.2449 0.1655 4.0759
H 2.7340 -6.4542 -4.9988
H 1.7707 6.2653 -4.4109
H -0.0017 -4.3803 3.3744
H 0.6077 7.5907 -4.2549
H 1.8203 0.1451 -4.6047
H -3.0578 -1.1673 0.5872
H -2.1087 4.9578 -0.9375
H -2.8145 3.2146 -2.4697
H -2.4506 1.7371 4.2300
H 1.9186 -2.2106 -2.7804
H -1.5136 0.1411 6.4303
H 2.3432 0.8708 2.8924
H 3.7426 -3.9314 -1.6855
H 1.9901 -3.8163 2.1114
H -4.6430 -0.6555 -0.0006
H 1.2313 2.7137 -3.8364
H -3.9983 0.0148 1.4903
H 1.0511 5.0670 -0.1165
H -1.3448 7.2835 -2.1272
H -2.2697 0.8024 2.7476
H 2.6106 2.4056 3.7248
H 4.3594 -5.0181 -3.8045
H 0.7591 -2.1077 -1.4525
*
```

Its LUMO energy (alpha / beta) is -1.99 / -2.34 eV. The orbital gap (alpha / beta) is 6.48 / 8.95 eV. The relative energy (zero: lowest compared OMol25 entry of this formula, charge and spin) comes out at 20.0 kcal per mole. Its electronic energy is -2136.79203 a.u.

These are the Mulliken partial charges, in e, on atoms 1 to 4: atom 1 (Sn): 0.840, atom 2 (O): -0.366, atom 3 (N): -0.489, atom 4 (N): -1.107